[1]
C26H62NO22S5 | wB97M-V/def2-TZVPD

XYZ file:
```
116
Properties=species:S:1:pos:R:3:forces:R:3:mulliken_charge:R:1
H 17.6730 5.6870 22.4580 0.242 0.243 -0.564 0.38
O 25.8300 3.2030 19.1480 -3.064 1.457 -2.465 -0.64
H 22.9320 6.5010 19.4290 1.699 0.617 -0.735 0.37
C 18.6400 6.0490 22.0670 -7.360 3.685 0.129 -1.29
C 22.7660 5.5040 21.1500 1.428 0.248 -1.168 -0.91
O 24.4870 10.0690 22.5690 -0.584 1.156 -0.480 -0.28
H 18.8440 8.2280 27.4150 0.134 0.070 -0.894 0.38
O 27.2950 1.4660 19.9030 1.881 1.501 -3.238 -0.36
H 21.0410 11.3710 23.6240 0.576 -2.423 0.914 0.40
H 22.5430 7.1400 22.5790 -2.788 1.097 -0.046 0.15
H 20.5050 7.4810 28.0090 -2.490 0.273 -0.514 0.06
C 19.2540 3.1270 30.1030 -6.338 -2.743 -6.099 -1.46
C 20.3030 8.6540 20.5640 -1.673 1.178 -1.544 -0.32
H 25.7990 -0.8840 19.5260 -0.490 -0.619 -0.771 0.35
C 26.4490 -0.7230 20.3570 -3.909 0.948 0.334 -1.42
H 28.7400 4.6580 18.8710 -0.966 0.263 -0.100 0.32
H 22.3520 4.8860 23.9240 -0.967 -1.937 -0.387 0.64
C 21.1690 10.0750 25.5420 -4.898 5.877 -2.994 -1.71
H 29.3430 3.1360 19.3530 -0.183 -0.457 -0.129 0.41
H 23.7670 6.0390 30.9990 -1.046 1.468 -0.218 0.31
H 18.7710 5.9720 21.0940 -0.022 -0.499 -4.854 0.58
H 18.3410 4.9920 29.8810 -0.401 -0.447 -0.992 0.26
H 28.9360 7.8300 26.5350 1.128 1.308 -2.687 0.32
C 28.4870 3.6040 18.8700 -0.078 -1.143 0.032 -1.10
C 23.4230 5.4760 30.1220 0.631 4.686 0.335 -0.83
H 24.1760 5.9410 16.3480 0.724 -0.172 0.788 0.36
O 27.2710 3.4770 21.1570 -0.851 0.600 -2.186 -0.70
H 18.9610 7.4040 28.8200 -1.977 -0.386 4.911 0.58
C 21.6650 9.2400 20.1650 -0.611 2.648 1.093 -0.84
O 17.6420 5.6030 27.1760 -3.846 0.663 -0.481 -0.70
C 23.2590 6.5100 22.1790 -1.894 0.089 -1.087 -0.63
H 23.7790 7.2450 21.6900 2.703 1.315 -1.043 0.80
O 26.3090 6.8290 19.7980 -0.611 -2.286 -5.007 -0.53
O 19.7440 5.5850 25.9850 0.880 0.819 0.017 -0.55
C 29.3600 8.6130 25.6760 -0.189 -3.212 2.767 -1.04
H 17.6210 3.7550 28.7440 0.771 0.421 -0.392 0.42
O 22.2700 6.0780 19.9280 -1.739 -0.644 2.124 -0.43
C 23.8720 6.1670 28.0890 5.860 2.426 -1.128 0.41
H 28.6610 12.2810 22.4180 -0.967 -1.769 -2.380 0.27
C 22.1670 5.7100 29.3320 -3.692 0.210 7.347 0.48
O 26.8580 6.3010 17.6340 3.591 0.891 1.212 -0.34
C 26.2650 6.0000 16.4210 2.954 1.458 -2.224 -0.26
H 25.6530 12.3730 24.0920 0.916 -0.546 1.452 0.37
H 21.6640 10.4240 20.2410 0.459 -2.532 0.617 0.18
H 25.2590 4.7030 24.1660 0.122 0.447 0.582 0.40
O 22.9310 11.0460 24.2730 3.800 1.197 -1.232 -0.44
C 19.3260 7.4060 27.9130 4.999 -0.279 -3.412 -0.87
C 21.6540 10.5000 24.1510 -1.343 -0.665 -2.243 0.47
H 21.4560 6.4820 29.9790 1.815 -1.030 -2.191 0.21
H 19.8130 3.4590 30.7920 4.097 2.911 5.101 0.51
H 20.0680 9.9660 25.3390 1.091 -1.179 0.757 0.27
O 22.9190 12.1190 21.9030 3.039 -3.107 2.486 -0.69
H 21.6950 9.4110 23.5140 -0.320 3.199 1.243 -0.07
H 21.6920 9.1220 19.1080 0.132 -0.390 -1.013 0.52
H 25.3810 1.2740 20.5670 0.389 -1.141 0.186 0.33
O 24.5580 6.7380 27.2530 -1.595 -1.394 0.419 -0.54
C 22.7690 5.6910 24.4360 -2.688 0.783 1.571 -0.66
H 21.2360 10.7800 26.3680 -0.061 1.204 -0.499 0.49
H 22.5440 8.7270 20.5760 -0.321 0.513 0.128 -0.04
H 21.7750 6.4190 24.4780 3.124 -1.201 0.116 0.06
H 25.7830 12.6990 22.3020 -1.279 -0.493 1.578 0.26
C 27.7590 10.2650 22.3220 0.843 0.318 1.010 0.84
S 18.7000 7.7040 22.4230 -0.040 5.314 5.377 1.21
H 19.2970 5.5580 22.4730 7.195 -4.884 4.806 0.37
H 26.9850 5.2510 15.9610 -1.384 0.745 0.080 0.22
H 30.1950 8.2600 25.0710 -0.160 -0.237 0.306 0.31
H 26.8030 0.8470 21.6780 -1.137 0.211 -0.251 0.20
S 23.8640 11.3520 22.8380 -4.254 1.521 -0.660 1.29
O 17.7440 8.4430 21.6490 -0.263 -1.039 -0.028 -0.69
O 20.1180 8.2600 21.9650 1.227 -1.041 -0.666 -0.16
C 18.5610 4.1760 29.1360 0.919 0.108 3.012 -0.29
H 19.7180 2.2820 29.6170 0.324 -0.035 -0.547 0.34
N 23.8160 6.0980 23.4210 2.674 -0.725 3.601 1.40
S 27.0690 3.0720 19.7500 3.372 -1.822 7.783 1.48
S 19.0080 5.8460 27.1750 1.065 -2.004 -0.328 1.14
H 24.7380 4.4480 16.7870 0.954 -0.041 1.111 0.31
S 28.0110 8.8930 24.6930 -2.047 1.587 -5.325 1.32
C 26.3580 0.7410 20.6560 1.254 0.873 2.540 0.02
H 24.5170 13.5770 23.3260 0.860 -1.529 0.033 0.38
H 19.4630 9.4470 20.4090 1.592 -1.499 -0.104 0.36
C 24.5620 7.2350 24.0320 -3.626 3.462 1.218 -1.81
C 24.7820 5.0070 23.2520 0.712 -2.163 -1.043 -1.45
O 22.6120 6.1170 28.1510 -4.141 0.616 -3.511 -0.01
H 27.5990 11.8020 20.8500 0.534 0.083 0.660 0.34
O 18.7250 7.9960 23.9300 0.028 -1.822 -4.795 -0.52
C 26.0460 6.3590 18.6240 -0.146 3.540 7.868 0.35
H 23.0650 5.2980 25.5340 0.019 1.510 -2.920 0.04
H 24.3830 4.0470 22.8390 -0.449 1.021 0.315 0.30
H 23.5980 4.8340 20.8610 -0.447 -0.007 0.437 0.10
H 25.5310 5.2910 22.5230 0.272 0.382 0.004 0.54
O 27.6200 7.7060 23.9070 0.728 1.513 2.081 -0.53
H 26.7070 10.3960 22.6450 0.888 0.537 0.285 -0.46
H 25.9830 -1.1970 21.2210 -0.033 -0.296 -0.063 0.34
H 21.9560 5.0010 21.5870 -1.119 -1.214 0.192 0.42
H 29.6160 9.3700 26.3630 0.258 1.641 0.033 0.43
H 23.7580 8.1880 24.1300 2.088 -2.831 0.351 -0.34
H 25.2640 7.6670 23.4530 1.979 0.887 -3.330 1.17
C 28.3760 11.4390 21.5660 0.541 2.608 1.836 -1.30
H 20.1860 7.8290 19.8020 -0.515 0.243 1.496 0.34
C 25.0200 5.4960 16.9650 -6.703 -0.141 -2.816 -0.43
H 18.3170 2.6730 30.5100 0.883 0.231 0.404 0.39
O 27.0020 9.6770 25.3600 0.482 -0.853 0.145 -0.64
H 21.5290 4.8180 29.5160 0.479 0.230 -1.872 -0.15
H 28.2070 3.1360 17.9480 0.923 0.199 -1.282 0.37
H 27.6650 9.4710 21.6380 0.407 -1.674 -0.514 0.27
H 21.7840 9.4370 25.8850 3.543 -6.084 2.067 0.47
H 27.3220 -1.2090 20.1540 2.846 -0.484 -0.281 0.41
H 23.4790 4.6430 30.5980 0.239 -6.457 1.741 0.50
H 25.2350 7.1050 24.8620 -1.031 -1.096 1.180 0.74
H 26.3340 7.0320 15.7610 -0.802 -2.706 1.453 0.24
O 24.4200 5.6850 29.1920 1.636 -0.852 -0.745 -0.40
H 29.3200 11.3470 20.9540 -1.007 -0.734 0.916 0.33
O 24.8010 6.0130 18.3270 1.227 -1.299 -2.411 0.00
O 28.6760 9.9420 23.4890 -1.347 -1.186 0.822 -0.44
C 25.1010 12.5950 23.2380 -1.208 1.805 -2.413 -1.16
O 19.5030 4.6970 28.1930 0.925 0.402 -0.099 -0.17
```
Forces are in eV/Å.

The calculation puts the relative energy (zero: lowest compared OMol25 entry of this formula, charge and spin) at 25.1 kcal/mol. The calculation puts the total energy at -4728.0558 Ha. Its charge is +1. The calculation puts the gap between HOMO and LUMO at 10.656 eV. The calculation puts the highest occupied orbital energy at -12.16 eV.



[2]
C26H62O12 | wB97M-V/def2-TZVPD

XYZ file:
```
100
Properties=species:S:1:pos:R:3:forces:R:3:mulliken_charge:R:1
H -0.3224 3.5306 -2.4774 -0.202 -0.050 -0.419 0.31
H -2.7512 4.8298 4.3497 -0.164 -0.182 -0.066 0.36
H 1.1629 1.1400 -3.5681 -0.621 -0.006 -0.029 -0.24
H -4.7040 -1.3278 3.2615 -0.135 0.238 -0.360 0.41
H 0.9969 3.3402 -4.9591 -0.180 0.075 0.061 0.33
C -5.4411 0.2584 -1.5177 -0.769 -0.446 -0.577 -1.34
H 4.9645 1.0383 -1.1812 0.002 0.110 0.250 0.41
C -0.1656 -4.4480 0.1554 0.707 0.362 -0.520 -0.78
C -0.4865 -1.7269 -3.4814 -0.235 0.456 -0.320 -0.19
H -4.5070 -2.3832 0.5584 0.265 0.594 0.349 0.06
C -3.7804 -0.7658 3.3999 0.893 -0.517 0.864 -0.58
H 0.8773 -4.1859 0.3339 0.053 -0.133 -0.010 0.18
H 3.8346 -5.5400 -2.3247 0.111 -0.231 -0.075 0.37
H 2.4386 6.4438 3.1392 0.040 0.282 -0.264 0.35
H -1.9200 -0.1579 -6.3415 -0.390 -0.082 0.532 0.35
H 4.8597 -0.5305 -0.3721 -0.251 -0.130 0.165 0.23
C 2.6568 -3.1763 -1.8950 -0.089 -0.062 -0.344 0.27
C -1.1342 -0.3942 -5.6239 0.035 -0.716 -0.280 -1.10
C -4.6414 -0.4406 -0.4658 3.398 1.049 0.163 0.92
C -5.2134 -1.6075 0.2630 -0.552 -0.211 -0.914 -1.11
H -2.2885 2.0120 -1.1071 0.299 -0.114 0.019 0.03
H 1.6651 -2.4512 1.7834 -0.415 0.289 -0.135 -0.19
H 2.0641 -4.0705 -2.0880 -0.262 0.097 0.190 0.44
C 1.3491 4.1253 0.7318 -0.088 0.091 0.078 -0.03
O -2.7256 -0.9744 -3.8831 2.582 -0.124 -1.146 -0.58
H -5.7691 -1.1654 1.0900 -0.197 -0.500 0.160 0.24
O -3.4655 2.3617 3.9366 1.707 0.253 -0.723 -0.59
H 0.4692 -1.7208 -0.6549 -0.423 -0.084 0.265 -0.55
H 3.5738 5.9590 1.8426 0.096 -0.226 0.173 0.33
C -1.3252 2.1435 2.7676 -1.314 -0.867 -0.004 0.32
H -0.3690 1.9442 3.2513 -0.067 0.228 0.064 0.55
O 3.2441 0.8496 -0.0739 0.544 0.376 0.819 -0.43
C 2.5258 6.0927 2.1110 -0.843 -2.092 0.055 -1.24
H -0.5299 0.5066 -5.5168 0.216 -0.166 0.316 0.14
O -2.2542 -1.8692 4.9042 -0.298 -0.204 -1.276 -0.62
H 2.2375 -2.3098 -2.4064 0.227 -0.094 -0.021 -0.27
O -0.9119 3.4324 -1.7261 -0.240 -0.565 0.465 -0.51
C 1.5769 2.1482 -3.5518 1.129 -0.625 0.215 0.02
C 4.1670 -0.7165 3.2593 0.179 -0.292 0.360 -1.03
C 4.0851 -3.4655 -2.2548 1.357 2.262 -0.095 0.59
C 1.7836 4.6727 2.0685 -0.167 -0.988 2.648 0.60
H -3.4092 -0.2638 2.5064 -0.618 0.027 -0.174 -0.18
H -1.4863 4.0931 5.2823 0.023 -0.510 0.005 0.27
C -1.9900 2.5228 -2.0226 0.180 0.823 0.548 -0.41
H -0.4993 -4.9805 1.0460 -0.455 -0.007 -0.150 0.26
H 0.1738 0.9522 -0.8677 -0.180 -0.040 -0.322 0.06
C 1.9460 -1.7446 2.5643 -0.348 -0.884 -0.588 -0.45
O 0.7579 3.1609 -4.0467 -0.869 0.485 -0.487 -0.63
H 4.3969 -4.9490 -0.7957 0.100 0.058 0.132 0.28
C -1.5532 -1.0195 -4.3111 -2.684 0.580 1.441 0.65
H -2.0802 -1.9183 1.8037 0.615 -0.388 -0.205 -0.27
H 2.1291 6.7541 1.3407 -0.295 0.085 0.321 0.34
H -4.8101 0.7000 -2.2890 0.122 0.185 0.397 0.21
O -0.8083 -3.2110 -0.1020 -0.117 0.471 0.196 -0.16
H -2.8568 3.1240 -2.2971 -0.130 -0.155 -0.488 0.42
O 4.0424 -2.7929 2.0895 -1.628 2.228 1.024 -0.65
H -1.1505 4.5895 3.6444 0.087 0.005 0.032 0.16
H -0.8000 -0.1249 0.1656 -0.146 -0.033 -0.147 0.23
H 2.5283 0.2132 -0.0093 0.016 -0.284 -0.140 0.07
H -0.2636 -2.6933 -3.9337 -0.067 -0.146 0.043 0.48
H -1.7448 1.7725 -2.7743 0.027 0.107 -0.118 0.18
H -3.0147 -3.3288 2.2432 -0.201 0.004 0.123 0.40
H -1.3940 -3.2399 2.9530 0.219 0.203 -0.515 0.29
O 4.8331 -2.5696 -2.6631 -1.108 -1.749 0.331 -0.59
C -2.2383 -2.6500 2.5960 -0.343 0.426 1.154 -0.15
H -1.6999 -3.3492 -0.4300 -0.068 -0.080 0.023 0.14
O -3.4836 -0.0492 -0.2356 -1.828 -0.739 -0.158 -0.32
H 2.6766 -2.9540 -0.8281 -0.182 -0.076 0.172 -0.22
H -5.8621 -2.0941 -0.4654 -0.560 -0.064 0.405 0.52
H -6.0871 -0.4545 -2.0301 -0.021 -0.171 -0.034 0.44
C -1.9121 4.1377 4.2799 0.020 0.428 -0.407 -0.98
H 3.7604 -0.0818 -1.7481 0.589 -0.626 -0.239 0.18
H 0.5074 3.4445 0.8590 -0.004 0.232 0.023 -0.28
H -6.1454 0.9795 -1.1030 0.242 0.242 0.195 0.35
H 1.0902 4.9226 0.0352 -0.034 -0.073 -0.018 0.40
H 1.5416 -2.1701 3.4828 0.035 0.241 0.289 0.60
C -2.3477 2.8055 3.6811 -0.687 0.669 0.960 0.38
H 0.4523 -1.1732 -3.4663 -0.001 0.118 -0.063 -0.12
H -0.5481 -1.1911 -6.0816 0.484 0.251 -0.311 0.38
H 5.0862 -1.1130 3.6905 0.027 0.114 -0.108 0.36
H 4.4103 0.0126 2.4865 -0.083 0.300 0.138 0.19
H -0.8447 -1.8382 -2.4580 -0.035 -0.133 -0.198 -0.08
H 3.5398 -0.3001 4.0475 0.132 0.378 -0.126 0.34
C 3.4278 -1.8196 2.5933 1.908 -2.278 -1.001 0.79
H 2.4695 2.0753 -4.1730 0.384 0.075 0.365 0.52
H 1.5362 -0.7484 2.3976 0.105 -0.061 0.053 0.01
C 4.2790 0.2576 -0.8514 -0.770 0.474 -0.882 -0.72
O 1.5373 4.0044 3.1176 0.998 2.536 -3.152 -0.56
C 0.2123 0.1511 -0.1296 -1.219 1.431 0.806 -0.54
H 0.6694 0.6207 0.7414 0.088 0.009 0.309 0.01
H 5.5568 -5.0754 -2.1547 -0.117 0.194 0.022 0.34
H -1.1650 2.7024 1.8457 0.016 0.324 0.218 -0.10
C 4.5320 -4.8355 -1.8714 0.069 -0.409 -0.286 -1.26
O 0.9702 -0.9092 -0.5460 1.553 -1.120 -0.754 1.18
H -3.8884 -0.0502 4.2149 -0.090 -0.074 -0.190 0.29
H -0.2066 -5.0266 -0.7674 0.018 -0.567 0.291 0.38
H -1.8208 1.2196 2.4692 0.381 -0.267 -0.095 -0.40
C -2.7165 -1.7967 3.7751 -0.105 0.216 0.692 0.46
H 1.8123 2.3894 -2.5152 0.269 -0.122 -0.049 0.00
H 2.1260 3.5097 0.2783 0.349 0.084 0.063 0.11
```
Forces are in eV/Å.

The calculation puts the relative energy (zero: lowest compared OMol25 entry of this formula, charge and spin) at 8.4 kcal/mol. The calculation puts the total energy at -1930.5952 Ha. The calculation puts the gap between HOMO and LUMO at 9.426 eV. The calculation puts the highest occupied orbital energy at -9.20 eV. Its structure (SMILES) is CC(C)=O.CC(C)=O.CC(C)=O.CC(C)=O.CC(C)=O.CC(C)=O.CC(C)=O.CO.CO.CO.CO.CO.